An isolated ion of composition C3H4N and charge +1. Source: OMol25; level of theory: wB97M-V/def2-TZVPD.

Last column: Löwdin charge in e.
CARTESIAN COORDINATES (ANGSTROEM)
C1 -0.2938 0.1645 1.7707  0.394
C2 -0.0100 0.2735 0.5705  -0.200
C3 0.1761 -0.5071 -0.8308  0.060
N1 0.7630 0.6594 -0.4977  0.153
H1 -1.0866 0.1293 2.4402  0.084
H2 0.4383 -1.5666 -0.6229  0.161
H3 -0.4112 -0.6055 -1.7183  0.134
H4 0.4241 1.4525 -1.1116  0.214

The calculation puts the molecular weight at 54.07 g mol⁻¹. As for the charge: +1. The strongest force on any atom is 3.596 eV/A. The value obtained for the total energy is -170.98407 hartree. The spin multiplicity is 1. As for the energy above the lowest of the compared OMol25 structures with the same formula, charge and spin: 3.266 eV.